1.
Entry from the OMol25 dataset: C50H57EuN5O3P as an isolated structure at a distorted geometry (ωB97M-V/def2-TZVPD).

Each line ends with the Mulliken charge.
Atoms and positions in Å:
Eu (-1.041, 0.778, 1.317)  0.568
C (1.893, 3.451, 0.816)  -0.950
N (0.970, 3.034, 1.900)  1.202
C (0.258, 4.263, 2.337)  -1.335
C (-1.145, 4.056, 2.890)  -0.942
C (-2.197, 4.043, 1.765)  -0.860
N (-2.718, 2.713, 1.498)  0.405
C (-3.976, 2.575, 1.446)  -0.650
C (-4.775, 1.380, 1.231)  0.632
C (-6.178, 1.545, 1.153)  -0.908
C (-6.988, 0.554, 0.750)  -0.873
C (-6.411, -0.719, 0.422)  -0.787
C (-5.082, -0.913, 0.527)  -0.521
C (-4.222, 0.101, 0.952)  0.575
O (-2.967, -0.098, 1.154)  0.495
C (1.636, 2.407, 3.032)  -1.258
C (2.779, 1.479, 2.681)  -0.961
C (2.434, 0.362, 1.696)  1.199
N (1.168, -0.240, 2.162)  0.915
C (1.295, -1.116, 3.061)  -0.380
C (0.213, -1.759, 3.814)  0.145
C (0.502, -2.972, 4.474)  -0.572
C (-0.506, -3.583, 5.222)  -0.816
C (-1.769, -3.006, 5.303)  -0.529
C (-2.075, -1.823, 4.710)  -0.909
C (-1.047, -1.127, 3.937)  0.252
O (-1.243, 0.050, 3.390)  -0.340
H (2.588, 4.242, 1.093)  0.262
H (1.259, 3.748, 0.028)  0.550
H (2.426, 2.582, 0.438)  -0.137
H (0.281, 4.968, 1.493)  0.568
H (0.905, 4.740, 3.106)  0.486
H (-1.342, 4.908, 3.533)  0.529
H (-1.287, 3.167, 3.461)  0.313
H (-1.835, 4.404, 0.815)  0.333
H (-3.003, 4.734, 2.038)  0.538
H (-4.575, 3.513, 1.607)  0.066
H (-6.660, 2.492, 1.439)  0.322
H (-8.070, 0.642, 0.624)  0.369
H (-7.054, -1.521, 0.112)  0.482
H (-4.686, -1.895, 0.369)  0.258
H (0.916, 1.828, 3.614)  0.334
H (2.021, 3.167, 3.757)  0.500
H (3.069, 0.930, 3.590)  0.447
H (3.599, 2.109, 2.397)  0.379
H (3.226, -0.388, 1.654)  0.670
H (2.243, 0.832, 0.706)  -2.418
H (2.279, -1.398, 3.369)  0.403
H (1.483, -3.396, 4.387)  0.481
H (-0.348, -4.536, 5.711)  0.375
H (-2.494, -3.464, 5.962)  0.410
H (-3.020, -1.339, 4.831)  0.519
N (3.943, -1.294, -0.870)  0.250
P (2.659, -0.346, -1.462)  2.002
C (2.438, -0.908, -3.192)  -0.107
C (1.131, -1.279, -3.456)  0.205
C (0.891, -1.853, -4.716)  -0.950
C (1.901, -1.993, -5.640)  -0.678
C (3.177, -1.539, -5.364)  -0.837
C (3.461, -1.016, -4.132)  -0.314
C (3.553, 1.203, -1.696)  -0.169
C (3.121, 1.979, -2.802)  -0.581
C (3.722, 3.217, -3.077)  -0.817
C (4.647, 3.697, -2.149)  -0.605
C (5.032, 2.941, -1.028)  -0.779
C (4.567, 1.677, -0.846)  -0.413
C (3.746, -2.494, -0.129)  0.177
C (4.812, -3.229, 0.414)  -1.074
C (4.589, -4.442, 1.056)  -0.360
C (3.286, -4.878, 1.213)  -1.184
C (2.312, -4.057, 0.672)  0.280
N (2.496, -2.948, -0.060)  0.272
H (4.866, -1.096, -1.177)  0.340
H (0.353, -1.113, -2.735)  0.267
H (-0.047, -2.233, -4.996)  0.636
H (1.668, -2.398, -6.657)  0.315
H (3.913, -1.566, -6.114)  0.479
H (4.461, -0.677, -3.905)  0.419
H (2.372, 1.586, -3.522)  0.167
H (3.469, 3.728, -3.988)  0.489
H (5.046, 4.721, -2.251)  0.329
H (5.713, 3.394, -0.346)  0.504
H (4.935, 1.086, -0.040)  0.433
H (5.804, -2.912, 0.190)  0.464
H (5.392, -5.053, 1.440)  0.423
H (2.946, -5.815, 1.668)  0.451
H (1.257, -4.306, 0.835)  0.056
C (-2.606, 2.818, -1.928)  -1.016
C (-2.083, 1.837, -2.986)  0.223
C (-0.601, 2.028, -3.237)  -1.226
C (-2.431, 0.368, -2.643)  -0.141
C (-3.421, -0.236, -3.371)  -1.100
C (-3.793, -1.549, -3.163)  -1.654
C (-3.079, -2.312, -2.183)  -0.604
C (-2.027, -1.735, -1.428)  1.157
C (-1.226, -2.643, -0.498)  2.184
C (-0.648, -3.785, -1.362)  -1.369
C (-1.984, -3.187, 0.717)  -1.354
C (-1.765, -0.364, -1.612)  1.056
O (-0.910, 0.234, -0.790)  0.302
H (-2.497, 3.867, -2.258)  0.514
H (-2.029, 2.737, -0.993)  -0.320
H (-3.628, 2.593, -1.616)  0.348
H (-2.640, 2.055, -3.911)  0.682
H (-0.050, 1.724, -2.334)  -0.230
H (-0.392, 3.098, -3.439)  0.542
H (-0.230, 1.392, -4.058)  0.350
H (-3.864, 0.327, -4.187)  0.383
H (-4.602, -1.970, -3.748)  0.404
H (-3.431, -3.320, -1.969)  0.340
H (-0.347, -2.049, -0.146)  -1.098
H (-1.449, -4.371, -1.841)  0.378
H (-0.019, -4.418, -0.785)  0.496
H (-0.028, -3.369, -2.173)  0.205
H (-2.880, -3.774, 0.422)  0.231
H (-2.374, -2.383, 1.320)  0.132
H (-1.333, -3.898, 1.288)  0.262

Calculated values
LUMO energy (alpha / beta) (eV): 0.19 / 0.43
Gap between HOMO and LUMO (alpha / beta) (eV): 7.27 / 7.51
Calculated total energy (eV): -94988.5257
2S+1: 7

=====

2.
Entry from the OMol25 dataset: C50H57KN5O2 as an isolated structure at a distorted geometry (ωB97M-V/def2-TZVPD).

Each line ends with the Mulliken charge.
Atoms and positions in Å:
K (-0.749, 0.069, -0.130)  0.842
C (-1.067, -3.433, 5.634)  -1.183
C (-1.980, -2.332, 5.089)  -0.938
C (-1.994, -2.276, 3.592)  0.824
C (-2.909, -2.814, 2.742)  0.427
C (-4.137, -3.599, 3.085)  -1.053
C (-5.426, -2.790, 2.912)  -1.152
C (-2.452, -2.490, 1.386)  0.220
N (-1.323, -1.757, 1.448)  -0.412
C (-0.990, -1.619, 2.749)  -0.234
C (0.168, -0.983, 3.222)  -0.633
C (1.188, -0.351, 2.483)  0.087
C (2.324, 0.378, 3.048)  1.103
C (2.619, 0.535, 4.507)  -1.108
C (3.200, -0.733, 5.141)  -1.082
C (3.035, 0.857, 1.988)  0.775
C (2.333, 0.403, 0.784)  -0.064
C (2.755, 0.608, -0.540)  -0.336
C (2.158, 0.167, -1.734)  -0.258
N (0.937, -0.403, -1.820)  -0.242
C (0.760, -0.818, -3.087)  0.222
C (-0.334, -1.571, -3.549)  -0.424
C (-1.393, -2.122, -2.816)  0.370
N (-1.624, -1.913, -1.503)  -0.438
C (-2.611, -2.746, -1.123)  0.169
C (-3.049, -2.939, 0.198)  -0.814
C (-3.112, -3.490, -2.283)  0.726
C (-2.349, -3.105, -3.340)  -0.020
C (-2.434, -3.577, -4.758)  -1.073
C (-3.234, -2.620, -5.646)  -1.137
C (-4.180, -4.540, -2.256)  -1.005
C (-3.682, -5.880, -1.707)  -1.130
C (1.931, -0.468, -3.891)  0.630
C (2.807, 0.140, -3.044)  0.490
C (4.183, 0.630, -3.383)  -1.029
C (4.174, 2.040, -3.982)  -0.512
C (2.162, -0.846, -5.322)  -0.940
C (2.653, -2.289, -5.472)  -1.147
N (1.240, -0.304, 1.140)  -0.562
C (4.311, 1.640, 2.012)  -1.040
C (5.552, 0.743, 1.976)  -1.228
H (-1.094, -3.476, 6.726)  0.396
H (-1.371, -4.406, 5.245)  0.299
H (-0.035, -3.266, 5.322)  0.228
H (-2.997, -2.485, 5.462)  0.501
H (-1.655, -1.366, 5.488)  0.069
H (-4.185, -4.494, 2.457)  0.381
H (-4.069, -3.955, 4.116)  0.414
H (-5.496, -2.389, 1.901)  0.277
H (-6.313, -3.401, 3.102)  0.363
H (-5.441, -1.943, 3.602)  0.318
H (0.280, -0.951, 4.302)  0.462
H (3.319, 1.362, 4.653)  0.405
H (1.702, 0.813, 5.037)  0.134
H (4.123, -1.023, 4.635)  0.235
H (3.420, -0.587, 6.201)  0.413
H (2.503, -1.567, 5.046)  0.147
H (3.707, 1.120, -0.655)  0.067
H (-0.303, -1.839, -4.601)  0.125
H (-3.909, -3.592, 0.319)  0.306
H (-1.427, -3.690, -5.170)  0.382
H (-2.888, -4.571, -4.792)  0.423
H (-2.797, -1.620, -5.619)  0.263
H (-3.258, -2.958, -6.686)  0.367
H (-4.263, -2.537, -5.289)  0.318
H (-5.027, -4.193, -1.656)  0.382
H (-4.568, -4.690, -3.268)  0.447
H (-3.279, -5.760, -0.701)  0.274
H (-4.484, -6.622, -1.674)  0.357
H (-2.878, -6.270, -2.335)  0.304
H (4.812, 0.617, -2.490)  0.322
H (4.652, -0.059, -4.092)  0.341
H (3.663, 2.727, -3.305)  -0.398
H (5.185, 2.414, -4.164)  0.471
H (3.627, 2.053, -4.927)  0.321
H (1.238, -0.718, -5.895)  0.420
H (2.892, -0.166, -5.771)  0.337
H (1.940, -2.982, -5.025)  0.252
H (2.791, -2.561, -6.522)  0.386
H (3.605, -2.422, -4.954)  0.307
H (4.339, 2.322, 1.157)  -0.070
H (4.345, 2.271, 2.905)  0.556
H (5.537, 0.110, 1.087)  0.258
H (6.475, 1.329, 1.968)  0.418
H (5.572, 0.084, 2.846)  0.226
C (-2.069, 5.453, -2.640)  -0.691
O (-1.017, 6.330, -2.225)  -0.622
C (0.123, 5.627, -1.875)  0.677
C (1.147, 5.438, -2.781)  -0.425
C (2.284, 4.743, -2.394)  -0.845
C (2.363, 4.217, -1.113)  -0.550
C (1.340, 4.415, -0.196)  -0.056
C (0.223, 5.153, -0.565)  -0.156
N (-0.806, 5.573, 0.309)  0.095
C (-0.835, 5.453, 1.662)  -0.945
C (-0.667, 4.318, 2.396)  0.676
C (-0.558, 4.437, 3.842)  -0.656
C (-0.701, 3.369, 4.645)  -1.205
C (-1.054, 2.087, 4.069)  0.413
C (-1.190, 1.922, 2.744)  -0.834
C (-0.891, 2.992, 1.795)  1.212
O (-0.906, 2.798, 0.581)  -0.793
H (-1.796, 4.948, -3.569)  0.318
H (-2.951, 6.068, -2.801)  0.263
H (-2.271, 4.703, -1.871)  0.222
H (1.039, 5.840, -3.780)  0.464
H (3.096, 4.603, -3.095)  0.547
H (3.222, 3.629, -0.819)  0.305
H (1.414, 3.992, 0.794)  0.420
H (-1.287, 6.378, -0.065)  0.380
H (-1.069, 6.373, 2.193)  0.385
H (-0.333, 5.414, 4.254)  0.391
H (-0.584, 3.461, 5.716)  0.399
H (-1.237, 1.242, 4.723)  0.448
H (-1.486, 0.964, 2.331)  0.264

Calculated values
Net charge: -1
LUMO energy (eV): 1.55
Gap between HOMO and LUMO (eV): 4.72
Calculated total energy (eV): -80647.5785